ORCA calculation (ωB97M-V with the def2-TZVPD basis set) on C24H71IN9O6P3Si2 as an isolated structure at a distorted geometry.

ORCA input file:
```
! wB97M-V def2-TZVPD RIJCOSX def2/J DEFGRID3
* xyz 0 1
C 3.2710 -0.4728 -2.7343
C 4.0440 -1.5090 -1.9174
O 4.8696 -2.2493 -2.8152
C 3.0750 -2.4249 -1.2008
O 3.6510 -2.9420 0.0089
Si 2.6532 -2.9718 1.3190
O 3.4525 -2.4724 2.6720
Si 4.3509 -1.0678 2.6062
C 5.8732 -1.0996 3.6856
C 7.0309 -1.9948 3.2350
C 7.8365 -1.4134 2.0780
I 6.4922 -4.0078 2.7523
H 3.9443 0.0018 -3.4412
H 2.7721 0.2607 -2.1050
H 2.5132 -1.0112 -3.3078
H 4.6569 -0.9721 -1.1917
H 5.7826 -2.1586 -2.5551
H 2.1551 -1.8695 -1.0029
H 2.8113 -3.2415 -1.8746
H 2.1872 -4.3602 1.4718
H 1.5011 -2.0640 1.1388
H 3.4507 -0.0178 3.1406
H 4.6462 -0.6668 1.2187
H 5.5974 -1.3795 4.7039
H 6.2583 -0.0776 3.7393
H 7.7188 -2.0654 4.0741
H 7.2838 -1.4440 1.1426
H 8.7415 -2.0096 1.9772
H 8.1543 -0.4001 2.3241
O 0.2987 3.1916 -1.0620
P -1.1223 2.7275 -1.0718
N -0.9840 1.1566 -0.4212
C -2.0093 0.1413 -0.5502
C -0.3769 1.0898 0.9045
N -1.4018 2.6562 -2.7907
C -1.1098 1.4373 -3.5157
C -0.8471 3.8219 -3.4688
N -2.8308 2.9055 -0.7330
C -3.7570 3.2570 -1.7991
C -3.0557 3.7751 0.4442
H -2.8183 0.2560 0.1841
H -1.5546 -0.8405 -0.3977
H -2.4590 0.1300 -1.5395
H -1.0831 1.3729 1.6983
H 0.4865 1.7496 0.9740
H -0.0229 0.0773 1.1087
H -0.1379 0.9922 -3.2672
H -1.1389 1.6167 -4.5922
H -1.8933 0.7003 -3.3259
H 0.2322 3.7372 -3.6332
H -1.0211 4.7299 -2.8870
H -1.3398 3.9543 -4.4360
H -3.5019 4.2039 -2.2839
H -4.7707 3.3379 -1.3958
H -3.7807 2.4703 -2.5452
H -2.8311 4.8247 0.2302
H -2.4194 3.4565 1.2743
H -4.0890 3.7012 0.7823
O -3.5436 -0.2682 -6.7801
P -4.3592 0.9836 -6.9005
N -5.8233 0.4341 -6.1931
C -7.1029 1.0872 -6.3798
C -5.6999 -0.0337 -4.8170
N -4.5262 1.0604 -8.6264
C -5.5885 0.2925 -9.2584
C -3.2607 0.8479 -9.3186
N -4.7872 2.7032 -6.7435
C -4.6970 3.5903 -7.9098
C -4.1091 3.3964 -5.6257
H -7.2389 1.9577 -5.7230
H -7.8992 0.3724 -6.1581
H -7.2530 1.4192 -7.4031
H -5.6440 0.8014 -4.1010
H -4.8065 -0.6449 -4.6983
H -6.5557 -0.6557 -4.5484
H -5.6399 -0.7434 -8.9010
H -5.4340 0.2758 -10.3383
H -6.5606 0.7649 -9.1106
H -2.9908 -0.2116 -9.3806
H -2.4462 1.3660 -8.8065
H -3.3221 1.2556 -10.3308
H -3.6933 3.6410 -8.3395
H -4.9828 4.5969 -7.5925
H -5.3981 3.2914 -8.6807
H -3.0405 3.5185 -5.8265
H -4.2149 2.8315 -4.6961
H -4.5491 4.3786 -5.4550
O 1.2649 -0.1505 6.8879
P 1.7614 -1.5107 7.2779
N 0.4784 -2.0800 8.2639
C 0.6174 -3.1546 9.2249
C -0.8139 -2.1761 7.5934
N 3.0829 -0.9858 8.2877
C 2.8093 -0.6553 9.6772
C 3.8811 0.0604 7.6626
N 2.4660 -3.1268 7.1229
C 3.8741 -3.3948 7.4324
C 2.2001 -3.7623 5.8115
H 0.5599 -4.1502 8.7645
H -0.1890 -3.0770 9.9585
H 1.5518 -3.0991 9.7761
H -0.8817 -3.0701 6.9559
H -0.9890 -1.2996 6.9710
H -1.6212 -2.2186 8.3270
H 1.9347 -0.0035 9.7989
H 3.6750 -0.1522 10.1113
H 2.6644 -1.5548 10.2775
H 3.4145 1.0482 7.7424
H 4.0298 -0.1478 6.5995
H 4.8690 0.0991 8.1302
H 4.5704 -2.8094 6.8253
H 4.0671 -4.4539 7.2438
H 4.0819 -3.2168 8.4821
H 2.7961 -3.2994 5.0202
H 1.1440 -3.6703 5.5396
H 2.4320 -4.8262 5.8504
*
```

Properties
Highest occupied orbital energy, eV: -8.193
Molecular weight, u: 857.9
DFT total energy, a.u.: -3802.0291
Lowest unoccupied orbital energy, eV: 0.3632

Atomic partial charges in e from the Mulliken method, atoms 1 to 8:
1. C -1.570
2. C 0.775
3. O -0.579
4. C -0.555
5. O -0.163
6. Si 0.149
7. O 0.204
8. Si 0.267